88
Properties=species:S:1:pos:R:3 method="wB97M-V/def2-TZVPD" charge=+1 homo_lumo_gap_ev="6.5 / 5.3" total_energy_ha=-3106.44517 multiplicity=1 homo_ev="-10.32 / -9.37" e_above_lowest_kcal_mol=0.0
W -0.260 -0.141 -0.362
S -4.492 -3.597 -0.060
S -2.250 -2.782 2.356
S -3.012 -0.068 0.312
O -1.423 0.794 -1.837
O 6.393 3.725 0.024
O 6.832 3.422 -2.121
O -0.518 1.514 0.517
N -0.468 -1.705 -1.684
N 1.263 0.238 -1.736
C 5.701 0.246 1.247
C -1.378 3.368 1.676
C 5.016 0.785 2.325
C -1.572 -3.595 -2.629
C 0.066 -1.405 -2.906
C 2.453 1.013 -1.629
C 3.709 2.715 -0.487
C -1.258 -2.802 -1.566
C -1.078 -3.255 -3.904
C -0.264 -2.166 -4.038
C 1.914 -2.467 2.809
C -2.359 4.228 -0.966
C 3.748 -1.047 0.688
C -3.792 -0.424 1.923
C -1.228 2.565 0.429
C -4.872 -3.690 1.718
C 0.825 -1.297 0.869
C -2.864 4.641 -2.163
C 2.548 1.980 -0.639
C -1.806 2.036 -1.924
C -2.328 2.497 -3.148
C -4.100 -0.862 -0.935
C -1.794 2.935 -0.811
C 3.545 0.803 -2.474
C 0.921 -0.209 3.144
C 3.703 0.400 2.589
C -2.916 -1.193 2.920
C 5.054 -0.667 0.422
C 4.689 1.564 -2.341
C 4.790 2.512 -1.332
C 1.670 -1.102 2.143
C -3.653 -3.897 2.618
C 3.054 -0.533 1.786
C -5.095 -1.952 -0.544
C -2.834 3.763 -3.266
C 6.085 3.255 -1.203
C 1.001 -0.342 -2.891
H -3.478 -1.384 3.836
H -0.948 2.823 2.514
H -5.690 -2.133 -1.440
H 2.463 -3.133 2.137
H 3.518 0.011 -3.213
H 3.746 3.477 0.285
H -3.951 -3.844 3.667
H -5.796 -1.610 0.215
H 0.911 -2.342 0.564
H -4.048 0.553 2.332
H 5.576 -1.089 -0.429
H 5.538 1.406 -2.994
H -2.214 -4.452 -2.483
H 3.261 -1.765 0.035
H 1.531 -0.047 -3.787
H 2.510 -2.340 3.716
H -2.320 1.814 -3.989
H -4.718 -0.953 1.741
H 5.506 1.495 2.983
H 0.964 -2.941 3.077
H 1.491 -0.081 4.065
H -5.429 -2.798 1.996
H -0.868 4.329 1.587
H 5.768 3.405 0.682
H 1.710 2.158 0.013
H -1.641 -2.995 -0.573
H -0.011 -0.702 3.417
H 6.730 0.528 1.053
H 0.711 0.771 2.719
H -3.276 5.636 -2.265
H 0.151 -1.880 -4.997
H -5.544 -4.539 1.842
H -3.224 -4.885 2.446
H -2.047 -0.590 3.177
H -3.222 4.095 -4.220
H -2.433 3.562 1.873
H -3.410 -1.207 -1.701
H 3.204 0.840 3.444
H -2.371 4.907 -0.122
H -1.336 -3.861 -4.763
H -4.677 -0.040 -1.356